94
Properties=species:S:1:pos:R:3:forces:R:3 method="wB97M-V/def2-TZVPD" e_tot_ev=-71217.857 total_charge=+3 s2=2.0314 multiplicity=3 gap_ev="6.4 / 5.5"
C 2.290300 -1.223700 -1.744900 0.01 0.25 -0.31
C 1.205200 0.633200 -2.755200 0.80 -0.59 -0.18
C 3.133300 -1.360500 -2.852700 -0.28 0.30 0.01
C 2.019000 0.516300 -3.896300 -0.37 0.13 0.54
C 3.001900 -0.473700 -3.935300 0.00 -0.19 0.43
H 3.872400 -2.166000 -2.872400 -0.30 0.30 -0.01
H 1.874800 1.206000 -4.732800 0.04 -0.28 0.31
H 3.654800 -0.570500 -4.808600 -0.27 0.03 0.34
N 1.372200 -0.214500 -1.693900 0.20 0.11 -0.32
P 0.554400 -2.347300 0.133000 1.56 -3.46 -0.90
P -0.088800 2.256200 -0.880900 0.46 2.49 -1.63
C 2.294800 -2.196800 -0.590300 -0.04 0.20 0.32
H 2.751900 -3.154900 -0.891500 -0.30 0.36 0.18
H 2.890300 -1.782000 0.245600 -0.01 -0.21 -0.45
C 0.031600 1.559500 -2.655600 -0.40 -0.38 0.49
H 0.055400 2.315000 -3.453400 -0.14 -0.34 0.34
C -1.719000 3.286300 -0.831100 -0.16 -0.09 0.45
C 1.410000 3.440800 -0.707900 0.28 -0.35 -0.02
C -0.372800 -3.550100 -1.032800 -0.08 0.39 -0.34
C 0.834900 -3.207100 1.820700 -0.33 0.42 0.23
C -2.802700 2.461800 -0.100500 -0.08 -0.06 0.03
H -2.689300 2.546600 0.990700 -0.05 0.01 -0.25
H -3.791600 2.874500 -0.376600 0.40 -0.27 0.23
H -2.776700 1.394900 -0.357200 -0.23 0.26 -0.11
C -1.531700 4.577500 -0.007800 0.23 0.17 0.07
H -1.253400 4.354700 1.035800 -0.12 0.16 -0.42
H -0.787700 5.264800 -0.439600 -0.36 -0.27 0.12
H -2.501000 5.109100 0.013000 0.39 -0.29 -0.02
C -2.201100 3.640200 -2.250200 0.11 -0.02 -0.28
H -2.846800 4.537000 -2.199300 0.30 -0.43 0.00
H -1.371200 3.861700 -2.939900 -0.41 0.12 0.24
H -2.801700 2.825400 -2.680300 0.26 0.30 0.11
C 1.422600 4.060200 0.709000 0.18 -0.18 0.42
H 0.815800 3.465500 1.408400 0.17 0.23 0.09
H 2.464700 4.054700 1.080000 -0.59 0.09 -0.05
H 1.069100 5.099400 0.727500 0.00 -0.48 0.05
C 2.710000 2.616800 -0.852500 0.19 -0.26 -0.04
H 2.629700 1.630500 -0.372100 0.30 0.36 -0.14
H 2.999500 2.477400 -1.905100 -0.14 -0.06 0.36
H 3.523700 3.173400 -0.351800 -0.32 -0.31 -0.38
C 1.425300 4.542100 -1.786400 -0.34 0.58 -0.14
H 0.626900 4.417100 -2.534700 0.38 0.16 0.13
H 1.270800 5.523000 -1.298700 0.06 -0.42 -0.49
H 2.394900 4.582800 -2.313500 -0.48 -0.06 0.24
C -0.536300 -3.386700 2.506300 -0.04 -0.27 -0.06
H -0.389000 -3.926100 3.460400 -0.08 0.26 -0.37
H -0.994200 -2.409900 2.737700 0.08 -0.53 -0.15
H -1.243500 -3.972300 1.898200 0.25 0.18 0.22
C 1.685300 -2.286900 2.717100 0.51 -0.30 -0.02
H 2.605500 -1.942800 2.218500 -0.21 -0.18 0.35
H 1.117900 -1.401800 3.040800 1.11 -1.44 0.12
H 1.983800 -2.860400 3.614700 -0.16 0.39 -0.35
C 1.576100 -4.554400 1.691900 0.34 -0.15 -0.17
H 2.304200 -4.534300 0.862800 -0.21 -0.14 0.43
H 2.146800 -4.734300 2.622300 -0.31 0.06 -0.44
H 0.903100 -5.409600 1.543400 0.27 0.42 0.06
C 0.033500 -3.163000 -2.468100 0.18 -0.01 -0.14
H 1.058600 -3.489200 -2.711900 -0.37 0.09 0.06
H -0.653500 -3.660800 -3.177000 0.30 0.18 0.33
H -0.050600 -2.077900 -2.622500 -0.04 -0.42 -0.12
C -1.880500 -3.255700 -0.859700 -0.36 -0.34 -0.02
H -2.260900 -2.715600 -1.744800 0.03 -0.17 0.63
H -2.422900 -4.216400 -0.768400 0.14 0.56 -0.05
H -2.090700 -2.663200 0.044900 -0.19 -0.15 -0.30
C -0.077900 -5.048900 -0.847900 0.31 -0.13 0.24
H 1.005300 -5.262800 -0.860900 -0.49 0.02 -0.06
H -0.508200 -5.461400 0.078200 0.13 0.20 -0.40
H -0.532000 -5.598400 -1.694200 0.14 0.35 0.34
W 0.000000 0.000000 0.000000 -3.63 -1.85 -11.23
C 1.402000 0.418300 1.249400 6.67 2.65 -0.36
O 2.183300 0.781100 2.059900 2.40 0.62 -0.64
N -1.398300 -0.166500 -1.673400 2.16 1.50 1.38
C -1.205700 0.563300 -2.696900 -0.28 -0.02 -0.76
C -2.044400 0.430700 -4.005500 -0.01 0.02 -0.10
C -1.669500 1.454900 -5.093900 0.30 0.21 0.05
C -1.811600 -0.986800 -4.575300 0.32 -0.19 0.08
C -3.541000 0.567200 -3.647900 -0.44 0.10 0.20
H -1.804800 2.497300 -4.757300 -0.01 -0.41 -0.17
H -0.623200 1.331200 -5.425400 -0.37 0.02 0.04
H -2.314800 1.308000 -5.978400 0.29 0.00 0.46
H -2.161900 -1.742200 -3.855400 0.10 0.21 -0.30
H -2.365500 -1.112800 -5.523900 0.23 0.14 0.49
H -0.740100 -1.165200 -4.774200 -0.35 0.02 -0.03
H -4.039300 1.264000 -4.346600 0.16 -0.41 0.34
H -4.027700 -0.419400 -3.716400 0.03 0.50 0.10
H -3.682600 0.952200 -2.623800 -0.12 -0.23 -0.43
N -1.152300 -0.509800 4.281200 2.13 0.83 -1.46
C 0.000000 0.000000 3.620000 -1.15 2.83 7.13
N 0.921400 0.725800 4.440100 -1.96 -1.83 -1.44
S 0.000000 0.000000 2.000000 -8.79 -0.99 8.77
H -1.226600 -0.462500 5.307500 0.12 0.11 -0.83
H -1.976500 -0.836300 3.757300 0.82 0.19 0.43
H 1.659100 1.349100 4.102300 -0.42 -0.72 -0.27
H 0.791000 0.717000 5.461900 -0.06 -0.19 -0.83